Molecular formula: C11H20N3P2Ti
Method: DFT, ωB97M-V/def2-TZVPD

Each line ends with the Mulliken charge.
Positions of all 37 atoms, in Å:
C (0.130, -0.165, -3.830)  -0.318
C (-0.990, -0.853, -4.356)  -0.704
C (-0.707, -2.254, -4.360)  -0.439
C (0.612, -2.446, -3.848)  -0.681
C (1.146, -1.173, -3.511)  -0.601
Ti (1.126, 0.928, -0.177)  0.524
P (-0.228, 2.747, -0.991)  -0.159
H (0.231, 0.909, -3.680)  0.393
H (-1.906, -0.398, -4.722)  0.346
H (-1.382, -3.037, -4.693)  0.388
H (2.125, -0.955, -3.087)  0.403
H (1.129, -3.396, -3.737)  0.357
H (-1.413, 3.293, -0.395)  0.077
H (-0.738, 2.656, -2.336)  0.098
H (0.464, 3.991, -1.202)  0.040
C (1.319, -0.394, 2.674)  -1.128
N (0.993, 0.819, 1.952)  0.692
C (-0.213, 1.445, 2.494)  -1.082
N (-1.383, 0.512, 2.433)  0.027
C (-1.007, -0.745, 3.107)  -1.001
N (0.216, -1.398, 2.581)  0.037
C (-0.004, -1.899, 1.191)  -0.754
P (-0.667, -0.687, -0.063)  0.056
C (2.077, 1.663, 1.555)  -0.973
C (-1.854, 0.224, 1.044)  -0.695
H (1.368, -0.096, 3.732)  0.411
H (2.245, -0.826, 2.291)  0.370
H (-0.448, 2.380, 1.982)  0.410
H (0.012, 1.572, 3.569)  0.370
H (-1.833, -1.462, 3.017)  0.399
H (-0.822, -0.521, 4.174)  0.315
H (0.933, -2.314, 0.794)  0.330
H (-0.743, -2.714, 1.251)  0.354
H (2.045, 2.710, 1.855)  0.196
H (3.063, 1.184, 1.599)  0.237
H (-2.714, -0.450, 1.135)  0.400
H (-2.182, 1.150, 0.557)  0.303

Atomic forces in eV per Å
C 0.8 -1.5 0.2
C 0.6 -0.5 0.3
C 0.7 0.7 0.3
C -0.5 0.8 0.0
C -1.4 0.9 -0.4
Ti 0.2 -0.8 -0.6
P -0.3 0.8 -0.9
H 0.0 -0.2 -0.1
H 0.1 0.0 0.1
H 0.1 0.1 0.0
H 0.0 -0.1 -0.1
H -0.1 0.1 0.0
H 0.4 -0.1 -0.2
H 0.1 0.1 0.6
H -0.5 -0.2 0.1
C -1.8 -0.9 0.1
N -0.2 0.2 -1.0
C -0.7 -1.7 0.5
N 0.8 0.4 -0.1
C 0.5 0.1 -0.2
N 0.5 0.9 0.0
C -0.4 0.1 0.5
P -0.3 -0.2 -1.0
C 1.1 1.1 -0.6
C 0.2 -0.5 0.6
H 0.5 -0.4 0.1
H 0.0 0.1 0.2
H 0.2 -0.1 0.1
H -0.4 0.6 -0.1
H 0.1 0.2 0.0
H -0.1 -0.1 -0.3
H -0.2 0.0 0.2
H 0.4 0.0 0.2
H 0.1 -0.2 0.4
H -0.2 0.2 0.6
H -0.2 0.4 0.3
H 0.0 -0.2 0.2

Spin multiplicity: 3
⟨S²⟩: 2.0148
Net charge: -1
LUMO level (alpha / beta): 2.37 / 2.30 eV
Largest force on an atom: 2.0 eV/A

=====

Molecular formula: C11H20O2
Method: DFT, ωB97M-V/def2-TZVPD

Each line ends with the Mulliken charge.
Positions of all 33 atoms, in Å:
C (2.019, -1.358, 3.196)  -0.769
C (1.573, -2.380, 2.491)  -0.134
C (2.106, -2.791, 1.156)  -0.612
H (2.521, -3.801, 1.238)  0.328
C (1.010, -2.798, 0.085)  -0.764
C (0.446, -1.400, -0.159)  -0.367
C (-0.640, -1.406, -1.233)  -0.809
C (-1.324, -0.051, -1.410)  -0.534
C (-0.398, 1.018, -1.988)  -0.631
C (-1.145, 2.331, -2.242)  -0.647
C (-1.675, 2.915, -0.954)  0.576
O (-2.835, 3.098, -0.696)  -0.589
O (-0.677, 3.214, -0.111)  -0.274
C (-1.059, 3.751, 1.147)  -0.673
H (-1.696, 3.044, 1.683)  0.299
H (-0.138, 3.928, 1.695)  0.235
H (-1.610, 4.683, 1.010)  0.292
H (-0.462, 3.057, -2.688)  0.356
H (-1.988, 2.171, -2.915)  0.325
H (0.021, 0.662, -2.931)  0.346
H (0.424, 1.213, -1.300)  0.336
H (-2.179, -0.173, -2.078)  0.316
H (-1.710, 0.286, -0.445)  0.266
H (-1.398, -2.144, -0.958)  0.371
H (-0.206, -1.720, -2.186)  0.317
H (0.031, -1.014, 0.775)  0.319
H (1.261, -0.739, -0.458)  0.241
H (0.204, -3.465, 0.398)  0.373
H (1.422, -3.189, -0.848)  0.380
H (2.911, -2.118, 0.854)  0.304
H (0.760, -2.989, 2.867)  0.298
H (1.605, -1.100, 4.157)  0.272
H (2.825, -0.736, 2.844)  0.252

Atomic forces in eV per Å
C 0.0 0.1 0.2
C 0.1 -0.1 -0.2
C -0.1 -0.2 -0.1
H 0.1 0.0 0.0
C 0.2 0.3 0.1
C -0.2 -0.4 -0.2
C 0.0 0.3 0.3
C 0.3 -0.1 -0.2
C -0.2 0.0 0.1
C 0.1 -0.1 0.1
C -0.1 0.0 -0.4
O -0.1 0.0 0.1
O 0.4 -0.1 -0.1
C -0.3 0.1 0.3
H 0.1 0.1 0.0
H 0.0 0.0 0.0
H 0.1 -0.1 0.0
H 0.0 0.0 0.0
H 0.0 0.1 0.1
H 0.1 0.0 0.0
H 0.1 0.0 -0.1
H -0.1 0.1 0.0
H -0.1 0.0 0.1
H 0.0 -0.1 0.0
H 0.0 -0.1 -0.1
H 0.0 0.1 0.0
H 0.1 0.1 0.1
H 0.0 -0.1 0.0
H 0.0 -0.1 0.0
H 0.1 0.0 0.0
H -0.1 0.0 0.1
H -0.1 0.0 0.2
H 0.2 0.1 -0.1

LUMO level: 0.89 eV
Structure (SMILES): C=CCCCCCCCC(=O)OC
Largest force on an atom: 0.5 eV/A

=====

Molecular formula: C11H20O7S
Method: DFT, ωB97M-V/def2-TZVPD

Each line ends with the Mulliken charge.
Positions of all 39 atoms, in Å:
O (0.421, 1.838, 28.257)  -0.585
C (0.822, 1.106, 27.401)  0.499
O (0.753, 1.312, 26.073)  -0.356
C (1.075, 0.143, 25.328)  -0.214
C (1.958, -0.552, 26.360)  -0.304
C (1.283, -0.311, 27.664)  -0.471
H (1.627, 0.515, 24.465)  0.167
H (0.087, -0.307, 25.230)  0.278
H (3.000, -0.231, 26.354)  0.256
H (1.835, -1.581, 26.023)  0.242
H (1.996, -0.164, 28.475)  0.230
H (0.496, -0.960, 28.047)  0.296
O (2.839, -3.528, 24.448)  -0.629
C (3.539, -3.234, 23.436)  0.463
O (3.692, -3.926, 22.322)  -0.355
C (4.447, -3.249, 21.336)  -0.124
C (4.862, -1.954, 21.855)  -0.092
C (4.340, -1.917, 23.311)  -0.093
H (3.732, -3.139, 20.521)  0.091
H (5.259, -3.904, 21.021)  0.292
H (4.495, -1.043, 21.383)  -0.103
H (5.948, -1.895, 21.920)  0.252
H (3.785, -1.038, 23.640)  0.028
H (5.117, -2.145, 24.041)  0.254
O (2.253, 0.740, 21.761)  -0.437
S (2.456, 1.091, 20.387)  1.004
O (3.791, 1.451, 19.935)  -0.594
O (1.860, -0.264, 19.520)  -0.299
C (2.163, -0.362, 18.134)  -0.226
C (2.373, -1.841, 17.732)  -1.113
C (1.201, 2.420, 19.908)  -0.975
H (3.095, 0.171, 17.945)  0.366
H (1.396, 0.242, 17.649)  0.337
H (3.090, -2.309, 18.407)  0.139
H (2.444, -2.033, 16.662)  0.367
H (1.542, -2.430, 18.120)  0.353
H (1.377, 2.571, 18.843)  0.334
H (1.309, 3.309, 20.530)  0.395
H (0.258, 1.913, 20.113)  0.330

Atomic forces in eV per Å
O 0.2 1.0 -0.4
C -1.7 -1.1 0.6
O -0.5 2.6 0.6
C 0.8 1.3 1.8
C -0.6 -3.1 -1.8
C 1.2 1.5 0.6
H -0.5 -0.6 -0.4
H 0.5 -0.7 -0.9
H -0.2 0.0 -0.2
H 1.1 -0.5 0.4
H 0.0 -0.5 0.1
H -0.1 0.0 -0.5
O 2.4 0.3 -3.9
C -2.4 1.5 3.5
O -0.7 -1.5 1.1
C -1.1 -1.2 -1.8
C 1.2 2.5 2.3
C -0.1 -1.7 0.2
H 0.3 -0.1 -0.4
H 0.0 0.1 0.1
H 0.0 -0.4 -0.6
H 0.0 0.2 -0.3
H 0.0 -0.2 -0.2
H 0.3 0.6 0.0
O -0.1 -0.1 -0.5
S -0.4 -0.1 -0.9
O -1.6 -0.6 0.1
O 0.9 1.6 2.1
C 1.0 0.3 -0.6
C -1.6 0.2 1.5
C 1.0 -1.9 0.2
H 0.2 0.0 0.0
H -0.3 -0.7 -0.7
H 1.1 0.4 -0.7
H 0.5 0.2 0.3
H -0.8 0.2 -0.5
H -0.2 0.3 0.2
H 0.3 -0.2 -0.1
H 0.0 0.2 -0.2

LUMO level: 0.23 eV
Structure (SMILES): CCOS(C)(=O)=O.O=C1CCCO1.O=C1CCCO1
Largest force on an atom: 4.6 eV/A

=====

Molecular formula: C11H21BrCsN3O3
Method: DFT, ωB97M-V/def2-TZVPD

Each line ends with the Mulliken charge.
Positions of all 40 atoms, in Å:
Cs (1.777, -0.613, -0.547)  1.190
C (0.434, 3.897, -3.067)  -1.044
N (-0.233, 3.665, -1.804)  0.106
C (-0.800, 4.832, -1.173)  -0.941
C (-0.091, 2.471, -1.192)  0.585
O (0.428, 1.507, -1.715)  -0.667
C (-0.663, 2.388, 0.222)  -0.813
O (-0.305, 1.149, 0.764)  -0.112
C (-0.758, 1.005, 2.078)  -0.838
C (-0.222, -0.312, 2.630)  0.598
O (0.421, -1.073, 1.936)  -0.627
N (-0.537, -0.568, 3.917)  0.109
C (0.041, -1.724, 4.571)  -1.037
C (-1.214, 0.363, 4.786)  -0.934
H (-0.265, 4.327, -3.783)  0.326
H (0.806, 2.948, -3.448)  0.313
H (1.273, 4.582, -2.927)  0.358
H (-1.145, 5.516, -1.947)  0.316
H (-0.062, 5.355, -0.556)  0.332
H (-1.653, 4.569, -0.552)  0.322
H (-1.760, 2.485, 0.171)  0.345
H (-0.267, 3.206, 0.845)  0.418
H (-1.859, 0.991, 2.105)  0.350
H (-0.404, 1.843, 2.701)  0.405
H (0.512, -2.354, 3.820)  0.311
H (-0.740, -2.288, 5.081)  0.325
H (0.790, -1.411, 5.302)  0.352
H (-1.987, 0.911, 4.253)  0.319
H (-0.514, 1.081, 5.226)  0.327
H (-1.691, -0.191, 5.594)  0.318
Br (4.844, -0.484, -0.813)  -0.981
C (-0.051, -6.049, -3.787)  -1.056
C (1.257, -5.252, -3.805)  -0.140
C (1.150, -4.083, -2.971)  0.002
N (1.036, -3.160, -2.308)  -0.254
H (0.033, -6.919, -4.434)  0.311
H (-0.877, -5.434, -4.134)  0.313
H (-0.279, -6.383, -2.778)  0.312
H (1.492, -4.928, -4.823)  0.240
H (2.084, -5.866, -3.437)  0.240

Atomic forces in eV per Å
Cs -0.1 -0.7 -0.2
C 0.1 -0.2 -0.2
N 0.0 0.1 -0.2
C 0.0 0.1 0.3
C -0.3 0.2 0.2
O -0.1 0.2 -0.3
C 0.0 0.0 0.0
O 0.0 0.0 0.0
C 0.0 0.0 0.0
C -0.3 0.2 0.0
O 0.0 -0.1 0.1
N 0.0 -0.2 0.2
C 0.1 -0.2 -0.1
C 0.0 0.3 0.0
H 0.0 0.0 0.0
H 0.0 0.1 0.0
H 0.0 0.0 -0.1
H 0.0 0.0 0.0
H 0.0 0.1 0.0
H 0.0 0.1 0.0
H 0.1 0.1 0.1
H -0.1 -0.1 -0.1
H 0.1 0.1 0.1
H -0.1 -0.1 0.0
H 0.0 0.0 0.1
H 0.0 0.0 0.0
H 0.0 0.0 0.0
H 0.0 0.0 0.0
H 0.0 0.0 0.1
H 0.0 0.0 0.0
Br 0.8 0.1 0.0
C 0.0 0.0 0.0
C 0.0 -0.6 -0.4
C 0.1 0.2 0.0
N -0.1 0.4 0.3
H 0.0 0.0 0.0
H -0.1 0.0 0.0
H 0.0 0.0 0.0
H 0.1 -0.1 0.1
H 0.0 0.1 -0.1

LUMO level: -0.15 eV
Largest force on an atom: 0.8 eV/A

=====

Molecular formula: C11H21CdNSi
Method: DFT, ωB97M-V/def2-TZVPD

Each line ends with the Mulliken charge.
Positions of all 35 atoms, in Å:
C (-0.474, 1.180, -3.294)  -0.341
C (0.923, 1.353, -3.077)  -0.281
C (1.100, 2.196, -1.945)  -0.835
C (-0.197, 2.548, -1.452)  -0.724
C (-1.170, 1.912, -2.285)  -0.474
Cd (0.098, 0.089, -0.877)  0.287
N (-1.404, -1.550, -0.950)  -0.520
C (-0.480, -2.406, -1.695)  -0.392
C (0.875, -1.821, -1.853)  -1.005
H (2.063, 2.494, -1.519)  0.384
H (1.721, 0.917, -3.690)  0.407
H (-0.418, 3.203, -0.601)  0.378
H (-2.256, 2.031, -2.219)  0.329
H (-0.932, 0.643, -4.128)  0.305
H (1.253, -1.696, -2.882)  0.235
H (-0.322, -3.235, -0.952)  0.173
H (-2.369, -1.734, -1.279)  -0.028
H (1.670, -2.071, -1.116)  0.266
H (-0.785, -2.768, -2.724)  0.394
C (-1.530, 0.911, 2.173)  -1.049
Si (0.060, -0.095, 2.276)  0.628
C (1.054, 0.368, 3.798)  -1.135
C (-0.339, -1.927, 2.238)  -1.034
C (1.264, 0.401, 0.951)  -1.266
H (-2.142, 0.694, 3.058)  0.300
H (-2.131, 0.677, 1.282)  0.324
H (-1.319, 1.990, 2.165)  0.254
H (0.481, 0.138, 4.701)  0.246
H (1.996, -0.195, 3.806)  0.236
H (1.298, 1.438, 3.776)  0.224
H (-0.921, -2.205, 1.345)  0.360
H (0.587, -2.521, 2.258)  0.217
H (-0.913, -2.169, 3.145)  0.340
H (1.545, 1.471, 0.871)  0.366
H (2.117, -0.262, 0.696)  0.429

Atomic forces in eV per Å
C 0.2 1.0 -0.2
C -0.3 0.7 -0.5
C -0.3 0.4 -0.6
C 0.0 0.3 -0.5
C 0.4 0.3 -0.6
Cd -0.2 -1.0 0.3
N -1.5 0.2 -0.7
C 0.2 -1.7 0.9
C 1.5 0.9 -0.4
H -0.4 -0.2 -0.1
H -0.4 0.1 0.4
H 0.2 -0.4 -0.3
H 0.5 -0.2 0.1
H 0.2 0.0 0.5
H 0.0 -0.1 0.4
H -0.2 -0.8 -1.1
H 0.5 0.4 0.2
H -0.4 -0.3 -0.6
H -0.4 0.1 1.0
C -0.3 0.1 0.3
Si 1.9 0.5 -2.0
C -0.5 -0.1 1.1
C 0.0 -0.1 0.4
C -0.1 0.2 0.4
H -0.1 0.1 0.0
H 0.3 -0.1 0.2
H 0.0 -0.2 0.0
H 0.2 0.1 0.6
H -0.2 0.1 -0.1
H -0.1 -0.2 0.0
H 0.1 0.3 0.0
H -0.2 0.1 0.0
H 0.0 -0.2 -0.1
H -0.1 -0.5 0.3
H -0.4 0.3 0.4

Net charge: -2
LUMO level: 5.85 eV
Largest force on an atom: 2.8 eV/A

=====

Molecular formula: C11H21Cl4O4P2Pt
Method: DFT, ωB97M-V/def2-TZVPD

Each line ends with the Mulliken charge.
Positions of all 43 atoms, in Å:
C (-1.598, 4.061, -1.070)  -1.244
C (-1.622, 2.666, -0.702)  0.641
H (-2.625, 4.375, -1.127)  0.393
H (-1.086, 4.167, -2.012)  0.335
H (-1.038, 4.613, -0.338)  0.331
O (-2.455, 1.846, -0.460)  -0.457
Cl (0.890, 1.832, -0.584)  -0.212
Pt (-0.432, 0.080, -0.013)  2.543
P (-0.336, -0.796, -2.146)  0.136
C (-0.866, -2.518, -2.279)  -1.082
C (-1.313, 0.208, -3.264)  -1.116
H (-1.421, -0.299, -4.230)  0.507
H (1.352, -0.828, -3.887)  0.535
H (-0.828, 1.174, -3.419)  0.329
H (1.834, 0.176, -2.497)  0.324
H (-1.906, -2.601, -1.954)  0.422
H (-2.306, 0.379, -2.844)  0.389
C (1.353, -0.756, -2.795)  -0.982
H (-0.798, -2.875, -3.314)  0.480
H (1.953, -1.578, -2.392)  0.190
H (-0.252, -3.154, -1.632)  0.306
P (-0.072, 0.453, 2.282)  0.097
C (-0.576, -0.923, 3.364)  -1.075
C (1.692, 0.749, 2.644)  -1.034
H (-0.546, 2.810, 2.237)  0.311
H (-0.828, 2.095, 3.870)  0.522
H (-2.022, 1.833, 2.550)  0.398
C (-0.958, 1.954, 2.786)  -1.099
H (2.159, 1.227, 1.773)  0.283
H (1.786, 1.396, 3.529)  0.545
H (-0.266, -0.722, 4.403)  0.476
H (-0.111, -1.853, 2.995)  0.308
H (2.203, -0.208, 2.831)  0.298
H (-1.670, -1.017, 3.320)  0.423
C (-2.177, -0.504, 0.284)  0.054
O (-3.285, -0.747, 0.425)  -0.320
Cl (3.283, -3.615, 2.026)  0.043
C (3.152, -2.600, 0.581)  0.631
Cl (4.408, -1.367, 0.584)  0.110
Cl (3.305, -3.639, -0.927)  0.005
C (1.652, -2.013, 0.506)  -0.016
O (0.724, -2.717, 0.784)  -0.293
O (1.648, -0.763, 0.110)  -0.437

Atomic forces in eV per Å
C -0.9 -0.2 -0.1
C 0.7 -0.1 0.1
H -0.5 0.7 -0.2
H 0.2 0.1 -0.5
H 0.3 0.4 0.4
O -0.8 -0.3 0.1
Cl 1.5 -0.1 0.0
Pt 1.9 2.8 -0.4
P 0.5 -1.4 -3.0
C -0.3 0.1 0.7
C -0.5 0.5 0.3
H 0.1 -0.1 0.1
H -0.3 0.0 0.1
H 0.0 -0.1 0.0
H 0.0 0.0 -0.2
H 0.0 -0.1 -0.1
H -0.1 0.0 -0.1
C 0.5 0.2 0.6
H 0.1 0.3 0.1
H -0.2 0.1 -0.1
H -0.1 0.1 -0.2
P 0.6 0.4 3.0
C -0.3 -0.1 -0.7
C 0.2 -0.2 -0.7
H -0.1 -0.1 0.2
H 0.0 -0.1 -0.2
H 0.1 0.2 0.2
C -0.2 -0.2 -0.6
H 0.0 0.0 0.4
H -0.2 -0.2 -0.2
H 0.0 0.1 -0.4
H -0.2 0.3 0.3
H -0.2 0.3 0.0
H 0.2 -0.1 0.1
C -4.9 -2.6 0.9
O 2.8 0.7 -0.3
Cl -0.2 0.6 -0.5
C 1.8 -1.7 -0.4
Cl -1.3 -0.5 0.0
Cl -0.4 1.0 1.1
C 0.4 2.0 -0.7
O 0.2 -0.2 0.1
O -0.5 -2.1 0.7

Spin multiplicity: 5
⟨S²⟩: 6.0250
Net charge: +3
LUMO level (alpha / beta): -10.93 / -15.27 eV
Largest force on an atom: 5.6 eV/A